Record 1
C4H6FIS | the ωB97M-V functional and the def2-TZVPD basis

## Properties
total charge: 0
relative energy (zero: lowest compared OMol25 entry of this formula, charge and spin): 300.36 kJ/mol
electronic energy: -951.59718 Eh
frontier orbital gap (alpha / beta): 7.3 / 8.2 eV

Cartesian coordinates (Å):
C  0.4469  -0.2925  0.0706
C  -0.4235  1.2994  1.9855
C  0.3776  0.6411  -1.0534
C  -0.0723  -1.5402  0.4577
F  -1.6564  0.8550  2.3225
S  1.6963  -1.2435  0.8636
I  -0.4947  3.2146  1.1640
H  -0.6482  0.7900  -1.4251
H  1.0412  0.3371  -1.8779
H  0.6880  1.6123  -0.7569
H  -0.4320  -2.2238  -0.3710
H  -0.7261  -1.4624  1.3169
H  0.3354  1.2036  2.7882

Record 2
C4H6FN3 | the ωB97M-V functional and the def2-TZVPD basis

## Properties
total charge: 0
relative energy (zero: lowest compared OMol25 entry of this formula, charge and spin): 270.22 kJ/mol
electronic energy: -420.04072 Eh
SMILES: [H]/N=C1\NNC\C1=C\F
frontier orbital gap: 9.7 eV

Cartesian coordinates (Å):
H  -0.1023  2.7989  0.0636
N  -0.7180  2.0458  -0.0675
C  -0.1262  0.9611  0.0326
N  1.3275  0.9283  0.1308
N  1.5918  -0.4405  -0.5765
C  0.4808  -1.2015  0.1362
C  -0.7152  -0.3586  0.0725
C  -2.0113  -0.6122  -0.0128
F  -3.0096  0.1794  -0.2643
H  1.9159  1.5878  -0.2869
H  2.4928  -0.7938  -0.1705
H  0.6977  -1.2729  1.1402
H  0.4845  -2.1584  -0.4429
H  -2.3084  -1.6634  0.2454

Record 3
C4H6FNO | the ωB97M-V functional and the def2-TZVPD basis

## Properties
total charge: 0
relative energy (zero: lowest compared OMol25 entry of this formula, charge and spin): 355.10 kJ/mol
electronic energy: -385.73827 Eh
SMILES: COCN=C=CF
frontier orbital gap: 8.7 eV

Cartesian coordinates (Å):
C  1.2697  0.7870  0.4688
O  0.3862  0.0759  1.2751
C  -0.2061  -1.0749  0.7287
N  -1.3238  -0.7502  -0.3186
C  -1.7213  -0.1204  -1.2922
C  -2.4716  0.4885  -2.2044
F  -2.3760  -0.0407  -3.4746
H  1.9017  0.0561  0.1094
H  1.7804  1.5299  1.1048
H  0.7855  1.3826  -0.3619
H  0.5841  -1.6733  0.2805
H  -0.6045  -1.4877  1.5909
H  -3.1192  1.3973  -2.2804

Record 4
C4H6FNO2 | the ωB97M-V functional and the def2-TZVPD basis

## Properties
total charge: 0
relative energy (zero: lowest compared OMol25 entry of this formula, charge and spin): 262.74 kJ/mol
electronic energy: -461.03374 Eh
SMILES: C[C@H](O)C(=O)F.C#N
frontier orbital gap: 11.1 eV

Cartesian coordinates (Å):
C  -0.7803  0.1541  -0.7737
C  0.4323  -0.0624  0.1084
O  0.8238  -1.3753  -0.1355
C  0.2182  0.2656  1.5942
O  -0.5733  1.1478  2.0001
F  1.2535  -0.1469  2.2868
H  -0.7422  1.2666  -0.9755
H  -1.7654  0.0186  -0.2310
H  -0.7842  -0.4485  -1.6854
H  1.1507  0.5915  -0.2543
H  1.6784  -1.5761  -0.4852
C  -0.6324  -1.9256  1.8839
N  -1.4517  -1.5087  1.2078
H  0.0673  -2.2327  2.7175

Record 5
C4H6FNS | the ωB97M-V functional and the def2-TZVPD basis

## Properties
total charge: 0
relative energy (zero: lowest compared OMol25 entry of this formula, charge and spin): 183.32 kJ/mol
electronic energy: -708.75211 Eh
SMILES: C=C(F)C/C=N\S
frontier orbital gap: 9.9 eV

Cartesian coordinates (Å):
C  2.0755  -0.6508  -1.2471
C  1.0982  -0.4741  -0.3219
F  1.3292  -0.8473  0.9903
C  -0.2872  -0.0774  -0.5928
C  -0.6789  1.0042  0.4304
N  -1.6058  1.1392  1.3022
S  -2.7145  -0.1193  1.6974
H  1.8204  -0.5022  -2.2765
H  3.0579  -0.9988  -1.0122
H  -0.2878  0.2216  -1.6916
H  -0.9045  -0.9778  -0.4503
H  -0.0269  1.8621  0.3096
H  -2.8758  0.4205  2.8624

Record 6
C4H6FO4Sc | the ωB97M-V functional and the def2-TZVPD basis

## Properties
total charge: +1
relative energy (zero: lowest compared OMol25 entry of this formula, charge and spin): 109.66 kJ/mol
multiplicity: 2
electronic energy: -1317.11370 Eh
frontier orbital gap (alpha / beta): 3.0 / 2.7 eV

Cartesian coordinates (Å):
C  -3.6895  -1.4792  0.6526
O  -3.5999  -0.4084  -0.2209
H  -4.6951  -1.5684  1.1193
H  -3.4770  -2.4346  0.1318
H  -2.9698  -1.3902  1.5005
C  -6.5313  2.9217  0.4016
O  -6.9670  1.6693  0.1544
C  -5.9946  0.8485  -0.4548
C  -4.6172  1.2390  0.0788
O  -5.2775  3.0367  0.4753
O  -7.4004  3.7644  0.6833
F  -6.0704  1.0790  -1.8071
H  -6.2590  -0.1943  -0.2573
H  -4.5454  1.0685  1.1625
H  -4.0082  1.7021  -0.7043
Sc  -7.5597  5.7766  1.2642

Record 7
C4H6FO4Sc | the ωB97M-V functional and the def2-TZVPD basis

## Properties
total charge: +1
relative energy (zero: lowest compared OMol25 entry of this formula, charge and spin): 167.32 kJ/mol
multiplicity: 2
electronic energy: -1317.09174 Eh
frontier orbital gap (alpha / beta): 1.8 / 1.8 eV

Cartesian coordinates (Å):
C  3.4444  -2.0951  -0.2593
O  2.6377  -1.9564  -1.3564
H  4.0375  -3.0428  -0.2524
H  4.1905  -1.2703  -0.1509
H  2.8780  -2.1160  0.7111
C  1.6034  -6.1065  -3.7817
O  2.8595  -5.6742  -3.7394
C  2.9099  -4.3148  -3.3226
C  1.5812  -4.0794  -2.6157
O  0.7707  -5.3103  -3.2039
O  1.3450  -7.2193  -4.2297
F  3.0128  -3.5643  -4.4579
H  3.7921  -4.1527  -2.7000
H  1.6276  -4.3378  -1.5526
H  1.0310  -3.2365  -3.0408
Sc  -0.2623  -8.5079  -4.7012

Record 8
C4H6HgO7 | the ωB97M-V functional and the def2-TZVPD basis

## Properties
total charge: -1
relative energy (zero: lowest compared OMol25 entry of this formula, charge and spin): 202.92 kJ/mol
multiplicity: 2
electronic energy: -836.08153 Eh
frontier orbital gap (alpha / beta): 5.0 / 2.4 eV

Cartesian coordinates (Å):
O  -2.9305  -1.5825  0.9626
C  -2.5994  -0.6645  0.1752
O  -3.0207  -0.5208  -0.9966
O  -1.6475  0.1812  0.6464
O  1.1345  0.6182  0.8344
C  2.0069  0.1251  -0.0585
O  1.8976  0.2635  -1.2671
O  3.2187  0.1008  0.5306
C  0.2230  1.6259  0.3938
C  -0.9878  1.0312  -0.2825
Hg  -4.3050  -2.2687  -0.6313
H  3.8483  -0.3043  -0.0785
H  0.7274  2.3129  -0.2984
H  -0.0666  2.1747  1.2980
H  -0.6991  0.4656  -1.1772
H  -1.6549  1.8499  -0.5903
O  2.3114  -2.5283  0.7015
H  2.5438  -2.8802  -0.1619

Record 9
C4H6I2 | the ωB97M-V functional and the def2-TZVPD basis

## Properties
total charge: 0
relative energy (zero: lowest compared OMol25 entry of this formula, charge and spin): 0.00 kJ/mol
electronic energy: -751.35064 Eh
SMILES: C=C(I)[C@@H](C)I
frontier orbital gap: 9.1 eV

Cartesian coordinates (Å):
C  -0.3114  -0.5653  1.8730
C  -0.7286  -0.5949  0.5768
I  -2.7588  -0.8424  -0.0659
C  0.2468  -0.3500  -0.6102
C  0.4118  1.0988  -1.2116
I  2.2012  -1.1499  0.0099
H  -0.8346  -0.8367  2.7854
H  0.6678  -0.1627  2.0703
H  -0.1292  -0.9552  -1.4671
H  0.5600  1.8080  -0.3732
H  1.2315  1.2379  -1.9782
H  -0.5565  1.3124  -1.6091

Record 10
C4H6I2N4O2S | the ωB97M-V functional and the def2-TZVPD basis

## Properties
total charge: 0
electronic energy: -1518.91672 Eh
frontier orbital gap: 7.6 eV

Cartesian coordinates (Å):
C  0.0637  -0.1592  0.2132
C  1.3534  -0.4481  0.3250
C  -0.9342  -1.1060  -0.2374
C  -1.1485  -2.3478  0.5386
N  -1.5436  -0.8883  -1.3355
N  -0.1715  1.1516  0.4858
N  2.3284  0.8578  0.5231
N  -1.4714  1.7161  0.2077
O  1.3744  2.3648  -1.3159
O  1.4410  3.3468  0.9452
S  1.3188  2.1788  0.1251
I  2.4148  -2.1782  0.1696
I  3.9906  0.8799  -0.5774
H  -2.1309  -2.8314  0.2961
H  -0.1704  -2.8379  0.3143
H  -1.1604  -1.9413  1.5687
H  -2.1662  -1.6859  -1.7370
H  -2.0186  1.2082  -0.5548
H  -1.3695  2.7200  0.0456

Record 11
C4H6IN2P | the ωB97M-V functional and the def2-TZVPD basis

## Properties
total charge: 0
relative energy (zero: lowest compared OMol25 entry of this formula, charge and spin): 263.09 kJ/mol
multiplicity: 3
electronic energy: -904.38793 Eh
frontier orbital gap (alpha / beta): 7.9 / 5.7 eV

Cartesian coordinates (Å):
C  1.6679  1.7199  -0.5516
C  0.6748  1.3906  -1.3327
C  0.6472  0.8779  1.2436
C  -0.7376  -2.1445  -0.0710
N  1.6627  1.4838  0.7825
N  -0.3931  0.4390  0.5434
P  -1.3487  -0.7965  0.9875
I  -3.3917  -0.1930  -0.3186
H  2.5908  2.1749  -0.8527
H  -0.2131  1.4171  -2.0647
H  0.7767  0.5587  2.3510
H  0.1021  -2.4313  0.5139
H  -0.3855  -1.6341  -0.9699
H  -1.6525  -2.8624  -0.2608

Record 12
C4H6IN3 | the ωB97M-V functional and the def2-TZVPD basis

## Properties
total charge: 0
relative energy (zero: lowest compared OMol25 entry of this formula, charge and spin): 156.81 kJ/mol
electronic energy: -617.87101 Eh
frontier orbital gap: 9.2 eV

Cartesian coordinates (Å):
C  2.2089  -2.4870  -0.3720
C  1.6343  -1.2457  -0.5561
C  0.2444  -2.5579  0.4848
C  -0.3665  0.7801  1.4794
N  1.2685  -3.3156  0.2436
N  0.3894  -1.3210  -0.0066
N  -0.4975  -0.2929  -0.0394
I  -2.2006  1.7656  1.7528
H  3.0717  -2.8736  -0.6480
H  1.8746  -0.2456  -0.9714
H  -0.6600  -2.8247  1.0488
H  0.1909  1.6154  1.0883
H  -0.0489  0.4279  2.4706
H  -1.4766  -0.6090  0.1444

Record 13
C4H6INO | the ωB97M-V functional and the def2-TZVPD basis

## Properties
total charge: 0
relative energy (zero: lowest compared OMol25 entry of this formula, charge and spin): 44.96 kJ/mol
multiplicity: 3
electronic energy: -583.51868 Eh
frontier orbital gap (alpha / beta): 8.1 / 8.6 eV

Cartesian coordinates (Å):
C  -1.3277  1.2753  0.8306
C  -0.9535  -0.9232  -0.3887
C  1.5551  0.5673  -1.0529
C  -1.4731  -0.1748  0.8436
N  -1.2308  2.4294  0.9028
O  -1.2928  -0.8027  2.0463
I  3.1013  -0.0429  0.2830
H  0.2025  -0.5751  -0.5754
H  -1.1161  -0.4369  -1.3562
H  -1.2341  -1.9995  -0.2353
H  1.7170  0.4769  -2.0476
H  1.0885  1.5725  -0.8729
H  -1.4296  -0.1839  2.7705

Record 14
C4H6InNO6 | the ωB97M-V functional and the def2-TZVPD basis

## Properties
total charge: +1
multiplicity: 2
electronic energy: -851.90273 Eh
frontier orbital gap (alpha / beta): 9.7 / 6.1 eV

Cartesian coordinates (Å):
In  -2.8422  0.8019  2.4337
N  -4.6483  -2.1339  3.3209
O  -4.2742  -1.2437  4.0448
O  -5.1448  -3.1414  3.7255
O  -4.4173  -1.9852  2.1025
C  2.2610  -0.7805  -1.6285
C  2.0605  0.4450  -0.7960
C  1.8706  1.6994  -1.6736
O  0.6105  2.1778  -1.2444
C  0.1562  1.2950  -0.3536
O  -0.8965  1.4234  0.2612
O  0.8737  0.2636  -0.2052
H  2.6076  -1.6729  -1.1073
H  2.9964  -0.6524  -2.4228
H  1.3307  -1.0642  -2.1205
H  2.9045  0.5865  -0.1208
H  1.9448  1.5038  -2.7433
H  2.6068  2.4778  -1.4727

Record 15
C4H6IrO3 | the ωB97M-V functional and the def2-TZVPD basis

## Properties
total charge: 0
relative energy (zero: lowest compared OMol25 entry of this formula, charge and spin): 535.81 kJ/mol
multiplicity: 6
electronic energy: -485.49737 Eh
frontier orbital gap (alpha / beta): 7.9 / 6.6 eV

Cartesian coordinates (Å):
H  -0.5100  0.9293  2.0171
C  -1.0122  0.4473  1.1696
C  -1.1046  1.0658  -0.0546
H  -2.1624  1.3730  0.6123
H  -1.6024  0.5649  -0.8875
O  -0.8573  -0.9238  1.3643
O  -1.3314  -1.7322  0.2766
Ir  -2.8122  -2.2457  1.3035
C  1.5307  -0.3119  -0.9730
C  1.1677  0.9489  -0.7459
O  2.7113  -0.7389  -1.5367
H  0.9175  -1.1413  -0.6018
H  1.7484  1.7615  -0.3016
H  3.3167  0.0030  -1.6424

Record 16
C4H6KLiO | the ωB97M-V functional and the def2-TZVPD basis

## Properties
total charge: +1
relative energy (zero: lowest compared OMol25 entry of this formula, charge and spin): 56.96 kJ/mol
multiplicity: 2
electronic energy: -838.37506 Eh
frontier orbital gap (alpha / beta): 5.6 / 6.1 eV

Cartesian coordinates (Å):
O  0.2334  0.5354  1.7798
C  -1.0513  0.6268  1.4515
C  -1.5404  0.5818  0.1551
K  1.5441  0.2102  4.2034
Li  1.8248  0.6580  -0.1566
H  -1.8125  0.6515  2.2453
H  -1.2623  1.4058  -0.5177
H  -2.5803  0.2805  0.0116
C  0.2411  -0.4263  -1.7461
C  1.2024  -1.3285  -1.6497
H  -0.0332  0.2580  -2.5522
H  1.9025  -1.5119  -2.4761
H  1.3317  -1.9412  -0.7482

Record 17
C4H6LiO5 | the ωB97M-V functional and the def2-TZVPD basis

## Properties
total charge: 0
relative energy (zero: lowest compared OMol25 entry of this formula, charge and spin): 33.81 kJ/mol
multiplicity: 2
electronic energy: -539.60506 Eh
frontier orbital gap (alpha / beta): 7.5 / 7.5 eV

Cartesian coordinates (Å):
O  -0.0256  0.8193  -1.2070
O  2.1605  0.6115  -0.9671
C  1.0621  0.6535  -0.4670
O  0.8192  0.5271  0.8274
C  1.9207  0.2147  1.6770
C  -0.8629  -1.4862  -1.3635
C  -1.1929  -0.0636  -1.1262
H  1.4965  0.0936  2.6774
H  2.3955  -0.7211  1.3607
H  2.6442  1.0383  1.6594
H  -0.4739  -1.7835  -2.3358
H  -0.8742  -2.2058  -0.5470
H  -1.9074  0.3747  -1.8386
O  -1.7586  0.0672  0.1056
O  -2.1373  1.4602  0.3142
Li  -3.2658  0.4000  1.2304

Record 18
C4H6N | the ωB97M-V functional and the def2-TZVPD basis

## Properties
total charge: +1
relative energy (zero: lowest compared OMol25 entry of this formula, charge and spin): 395.71 kJ/mol
electronic energy: -210.30532 Eh
frontier orbital gap: 7.8 eV

Cartesian coordinates (Å):
C  -0.6723  -1.0732  0.9929
C  -0.3131  -0.1535  0.1215
C  1.9293  -0.5443  -0.5824
C  -1.2016  1.0835  0.0499
N  0.7029  -0.3918  -0.6572
H  -1.2161  -2.0335  1.1399
H  2.4403  -1.0243  -1.3796
H  2.3669  -0.0878  0.2565
H  -1.9956  0.8588  0.7022
H  -1.2608  1.2568  -1.0379
H  -0.7799  2.1094  0.3941